A structure of composition C19H23Br57N2PS. Source: OMol25; level of theory: ωB97M-V with the def2-TZVPD basis set.

The value obtained for the LUMO energy is 0.91 eV. As for the molar mass: 4897.0 u. As for the spin multiplicity: 1. Its net charge is -1. As for the orbital gap: 0.1768 Eh. For the electronic energy, the calculation gives -148305.398121 Eh.

The geometry in XYZ format:
```
103
Properties=species:S:1:pos:R:3:forces:R:3:lowdin_charge:R:1
N 0.04641 1.54144 -0.88632 -0.847 0.444 0.265 -0.300
N 1.45710 1.47435 -0.92114 1.284 -2.421 -0.629 -0.502
P 2.00089 -0.04518 -1.48894 -0.522 1.857 1.508 0.152
S 0.89099 -1.60093 -1.03516 -0.345 -0.730 -0.063 -0.019
H -0.37716 1.53067 -1.80971 -0.017 -0.431 0.295 -0.070
H -0.35922 0.82006 -0.29487 0.130 -0.313 -0.332 -0.105
H 3.27930 -0.22885 -0.87642 -0.762 0.560 -0.798 -0.205
H 2.27449 -0.08682 -2.89376 0.277 -0.154 0.471 -0.133
C 0.01970 3.39333 2.27100 0.000 -0.068 -0.280 -1.568
Br -0.74519 1.62096 2.24593 0.384 0.249 0.531 0.555
Br 1.91256 3.33760 2.65784 -0.117 0.036 -0.060 0.537
Br -0.35915 4.37021 0.64789 0.159 -0.116 0.382 0.553
H -0.45609 3.93011 3.08004 0.052 -0.031 0.000 -0.092
C -1.81185 2.37446 6.11832 0.085 -0.011 0.000 -1.598
Br 0.07588 2.68645 6.40326 -0.396 0.024 -0.145 0.542
Br -2.76433 2.19111 7.79295 0.076 0.042 -0.156 0.558
Br -2.61697 3.72414 4.99004 0.148 -0.056 0.247 0.565
H -1.90402 1.43182 5.59467 -0.001 0.047 -0.032 -0.032
C 4.19321 2.13892 7.23619 -0.234 0.585 0.431 -1.679
Br 6.07923 2.45283 7.52915 -0.230 0.023 0.002 0.552
Br 3.23148 1.94779 8.90310 0.097 0.047 -0.116 0.555
Br 3.40684 3.49846 6.10919 0.232 -0.188 0.153 0.533
H 4.10553 1.19843 6.70843 -0.169 0.492 0.410 -0.206
C 5.32976 -1.48806 0.54786 -0.091 0.029 -0.067 -1.569
Br 5.11006 -1.84113 -1.33836 0.398 -0.293 0.143 0.565
Br 4.81006 0.31699 1.00645 0.185 -0.101 0.199 0.586
Br 4.40252 -2.79086 1.63200 0.014 0.154 -0.130 0.546
H 6.38367 -1.58412 0.76953 -0.049 0.004 0.000 -0.088
C -4.68794 0.66831 1.07329 0.232 -0.014 -0.155 -1.592
Br -3.07842 0.85733 0.02221 -0.545 -0.114 -0.102 0.587
Br -4.82285 -1.11050 1.81635 -0.151 0.224 -0.044 0.539
Br -4.81047 2.01338 2.46120 0.020 -0.143 -0.147 0.532
H -5.52505 0.81252 0.40523 -0.033 -0.017 0.089 -0.034
C -1.10567 -4.34117 1.53265 0.137 0.169 -0.117 -1.600
Br -1.18717 -4.57513 -0.38140 -0.052 -0.027 0.246 0.552
Br -1.51618 -2.52732 2.04602 0.067 -0.319 -0.037 0.534
Br -2.20246 -5.63735 2.46558 0.072 0.162 -0.067 0.515
H -0.08164 -4.52043 1.83223 -0.030 -0.068 -0.026 -0.049
C -0.41744 -8.79588 -0.57042 -0.033 0.073 0.089 -1.612
Br 0.27406 -10.32646 -1.53148 -0.086 0.132 0.129 0.555
Br -2.25389 -9.06396 -0.02765 0.273 0.037 -0.041 0.534
Br 0.71334 -8.31627 0.92186 -0.173 -0.076 -0.142 0.544
H -0.40827 -7.95857 -1.25540 0.003 -0.010 0.034 -0.037
C 0.30581 -6.52035 5.79272 -0.058 -0.005 -0.159 -1.616
Br 1.15042 -6.95096 7.47896 -0.070 0.032 -0.255 0.563
Br 1.54216 -5.72534 4.53800 -0.091 -0.119 0.138 0.550
Br -0.59790 -8.03906 5.01339 0.170 0.057 0.166 0.541
H -0.45335 -5.77773 5.99646 0.032 -0.011 0.010 -0.028
C 1.31962 3.18378 -4.03673 0.276 0.088 0.362 -1.568
Br 1.71256 1.49556 -4.89710 -0.157 0.327 -0.189 0.586
Br -0.52920 3.28415 -3.48074 0.063 0.114 -0.318 0.562
Br 2.52050 3.54020 -2.56856 0.089 0.614 -0.732 0.600
H 1.47157 3.96046 -4.77260 -0.057 -0.047 -0.014 -0.093
C -0.15189 7.38615 -5.16130 -0.025 -0.205 0.124 -1.580
Br 1.63897 8.10046 -5.30712 -0.169 -0.071 0.060 0.562
Br -0.32885 5.71835 -6.11949 0.354 0.212 -0.080 0.555
Br -0.70811 7.18187 -3.32191 0.176 0.164 -0.250 0.532
H -0.82030 8.09869 -5.62513 0.022 -0.028 0.008 -0.034
C -0.56637 8.79565 0.89654 0.060 -0.062 0.034 -1.590
Br 0.15886 8.03972 2.52263 -0.059 0.059 -0.187 0.567
Br 0.82817 9.43916 -0.27705 -0.390 -0.172 0.215 0.523
Br -1.75835 7.55323 0.01508 0.068 0.311 0.074 0.521
H -1.15728 9.65437 1.18180 -0.011 -0.053 0.003 -0.034
C 5.11643 -5.72815 -2.96313 -0.108 0.118 0.089 -1.624
Br 6.90316 -4.98898 -2.89502 -0.152 -0.098 -0.023 0.535
Br 4.35945 -5.92150 -1.19533 0.084 0.059 -0.225 0.549
Br 3.96426 -4.69517 -4.12089 0.146 -0.084 0.193 0.564
H 5.19623 -6.71835 -3.38829 0.019 0.036 0.008 -0.037
C -5.52866 -12.05229 -0.92801 0.069 0.078 0.034 -1.623
Br -5.33307 -11.02112 -2.55181 -0.006 -0.094 0.212 0.560
Br -3.81701 -12.62324 -0.23605 -0.208 0.047 -0.087 0.547
Br -6.55095 -11.09544 0.40485 0.114 -0.067 -0.139 0.543
H -6.08606 -12.94303 -1.18061 0.011 0.031 0.006 -0.034
C 4.19636 10.28730 -2.42327 -0.021 -0.174 0.007 -1.606
Br 5.36007 10.27507 -3.96871 -0.161 -0.005 0.135 0.557
Br 2.52905 11.19698 -2.79785 0.241 -0.096 -0.012 0.526
Br 3.90919 8.50599 -1.73172 0.121 0.238 -0.242 0.555
H 4.69841 10.85226 -1.65073 -0.012 0.008 -0.042 -0.031
C 4.50590 -1.89320 6.03632 -0.115 -0.143 -0.149 -1.560
Br 2.60942 -2.21211 5.86396 0.226 0.133 0.008 0.575
Br 5.52888 -3.30900 5.21024 -0.061 0.169 0.158 0.560
Br 5.00053 -0.15509 5.34444 0.383 -1.121 -0.885 0.674
H 4.74423 -1.89871 7.09037 -0.003 0.023 -0.015 -0.023
C -4.63935 4.84869 -5.79211 0.145 -0.056 0.137 -1.612
Br -4.23660 4.70619 -3.90626 0.006 0.012 -0.248 0.571
Br -3.71651 6.33725 -6.61034 -0.391 -0.072 0.029 0.525
Br -4.28954 3.19604 -6.72942 0.022 0.233 0.135 0.563
H -5.69810 5.04466 -5.87947 0.028 -0.010 -0.016 -0.088
C -10.10213 -8.47479 1.15751 0.121 -0.036 -0.072 -1.628
Br -9.29665 -9.01635 2.83006 -0.067 0.025 -0.213 0.552
Br -8.80320 -7.68012 -0.03090 -0.154 -0.121 0.154 0.560
Br -11.04158 -9.93877 0.31204 0.126 0.146 0.100 0.551
H -10.83535 -7.71445 1.38649 0.016 -0.033 0.006 -0.033
C 8.66050 1.21952 0.70667 -0.009 -0.033 0.073 -1.620
Br 10.20408 2.35323 0.43547 -0.153 -0.151 0.037 0.560
Br 8.82753 -0.45398 -0.24751 0.016 0.206 0.116 0.594
Br 8.30066 0.93834 2.58416 0.118 -0.005 -0.194 0.547
H 7.80521 1.73735 0.29291 -0.003 -0.046 0.010 -0.038
C -6.98702 4.65470 -9.65031 0.141 -0.101 0.028 -1.605
Br -5.22292 5.01528 -10.35269 -0.222 -0.049 0.132 0.561
Br -7.23728 2.77511 -9.27330 0.004 0.255 -0.052 0.556
Br -7.38270 5.75653 -8.10972 0.014 -0.119 -0.178 0.590
H -7.69756 4.92232 -10.41932 0.011 0.005 0.039 -0.035
```
Positions in Å, forces in eV/Å.

---

A cluster of 7 separate species, C19H23Cl2F5O18 in total. Source: OMol25; level of theory: ωB97M-V with the def2-TZVPD basis set.

The value obtained for the LUMO energy is -0.03 eV. The SMILES is O=C1OC[C@@H](F)O1.O=C1OC[C@@H](F)O1.O=C1OC[C@@H](F)O1.O=C1OC[C@@H](F)O1.O=C1OC[C@@H](F)O1.COC(=O)OC.ClCCl. The energy above the lowest of the compared OMol25 structures with the same formula, charge and spin comes out at 0.0 kcal/mol. As for the molar mass: 705.3 u. As for the spin multiplicity: 1. Its net charge is 0. As for the orbital gap: 0.3852 Eh. For the electronic energy, the calculation gives -3511.840648 Eh.

The geometry in XYZ format:
```
67
Properties=species:S:1:pos:R:3:forces:R:3:lowdin_charge:R:1
O 3.93415 3.47048 0.24086 0.049 -1.654 -0.301 0.170
C 3.92559 2.30579 -0.05712 0.008 0.433 -0.472 -0.520
O 4.04136 1.77038 -1.28264 0.891 1.845 -0.756 0.101
C 3.83439 0.39175 -1.24907 -1.473 0.022 -1.576 -0.098
C 3.89176 0.01710 0.17317 -1.347 0.489 -1.555 -0.374
F 5.04188 -0.55777 0.43689 2.384 -0.764 1.458 0.111
O 3.74898 1.27129 0.79775 -0.304 -0.794 1.797 0.129
H 2.79127 0.25778 -1.53549 -0.102 -0.225 -0.383 0.090
H 4.45604 -0.16563 -1.94976 0.268 0.254 0.298 0.155
H 3.11066 -0.73721 0.26803 -0.320 0.475 1.441 0.121
O 0.78267 0.55201 3.00337 1.201 -0.181 0.996 0.119
C 1.71758 0.18781 3.67287 -0.655 0.524 -1.506 -0.541
O 3.01741 0.50201 3.42422 -0.407 0.367 -0.700 0.048
C 3.89703 -0.37160 4.12575 -1.520 -0.142 0.717 -0.033
C 2.95591 -0.74613 5.28173 0.531 -1.679 -0.199 -0.288
F 3.14966 0.06571 6.32533 -0.484 1.417 0.625 0.084
O 1.61265 -0.64157 4.72855 1.958 0.000 0.971 0.140
H 4.12762 -1.24391 3.51420 0.112 0.057 -0.058 0.140
H 4.79662 0.13816 4.47068 -0.237 0.068 -0.123 0.149
H 3.15300 -1.72189 5.72573 -0.615 -0.405 -0.642 0.167
O -2.06565 -2.82473 -4.11753 -1.573 -0.251 2.147 0.146
C -2.91926 -2.92741 -3.24853 3.966 -1.322 -2.486 -0.569
O -2.78226 -3.67346 -2.11947 -0.995 0.138 0.218 0.083
C -4.01296 -3.51067 -1.35631 0.856 0.391 0.267 -0.031
C -4.65133 -2.32820 -2.03649 -0.542 -0.549 -0.414 -0.317
F -4.31051 -1.13120 -1.55274 0.518 0.944 0.593 0.085
O -4.10395 -2.40006 -3.35277 -2.619 0.986 0.825 0.167
H -4.74367 -4.31859 -1.39410 0.572 -0.545 -0.426 0.141
H -3.73335 -3.35827 -0.31386 -0.093 0.259 -0.108 0.134
H -5.73818 -2.39034 -1.98181 -0.007 0.016 -0.734 0.167
O 1.31411 -1.57266 -7.43147 0.323 1.706 3.381 0.119
C 1.37990 -1.06404 -6.30078 0.099 -0.791 -4.588 -0.597
O 1.01622 -1.59212 -5.20584 -0.686 -3.881 2.900 0.113
C 1.12970 -0.74245 -4.08262 -1.069 1.121 0.040 -0.087
C 1.99113 0.38866 -4.60387 -0.997 -0.981 -2.009 -0.274
F 3.29004 0.14251 -4.36034 1.026 0.026 0.494 0.077
O 1.78702 0.15848 -6.00594 1.408 3.261 -0.777 0.131
H 0.09787 -0.41376 -3.95852 0.171 0.205 0.696 0.110
H 1.54689 -1.16018 -3.16636 -0.167 -0.585 -0.400 0.126
H 1.76880 1.43276 -4.38354 -0.135 -0.220 0.096 0.176
O 0.78433 6.16697 -1.82662 -0.335 -0.684 2.333 0.151
C 0.76745 5.59859 -0.75212 0.529 1.559 -2.950 -0.535
O 0.44749 6.11236 0.44524 -0.703 0.250 -0.912 0.111
C 0.71487 5.10501 1.36007 0.474 -0.630 2.841 -0.096
C 0.76943 3.79212 0.61572 1.417 2.056 0.387 -0.333
F -0.40312 3.19409 0.48082 -1.777 -0.628 -0.213 0.069
O 1.17666 4.32900 -0.63251 0.114 -2.016 -0.084 0.121
H 1.68628 5.31064 1.80970 0.334 -0.208 -0.172 0.145
H 0.05490 5.07373 2.22698 -0.598 0.251 -0.412 0.146
H 1.43213 3.09018 1.12189 0.474 0.011 -0.745 0.160
C -2.00718 -1.81951 3.41567 1.365 0.172 0.356 -0.040
O -3.38947 -2.14590 3.20624 -0.324 0.894 -0.714 0.020
C -3.98868 -1.60671 2.12336 -1.090 -0.805 -1.115 -0.503
O -3.48315 -1.01712 1.18564 -0.403 -0.441 1.699 0.095
O -5.34494 -1.99758 2.13312 1.802 1.596 0.188 -0.029
C -6.22856 -1.26270 1.24135 -0.259 -1.169 -0.861 -0.040
H -1.77896 -1.51457 4.43695 -0.977 0.152 0.231 0.094
H -1.59676 -1.01749 2.80214 -0.538 -0.138 -0.343 0.064
H -1.34735 -2.68207 3.32232 -0.461 -0.343 -0.610 0.094
H -6.55695 -0.25918 1.51190 0.463 -0.134 0.719 0.100
H -7.09368 -1.92060 1.15869 -0.151 0.178 0.386 0.093
H -5.87491 -1.20465 0.21196 0.631 0.077 0.251 0.059
Cl -0.05446 0.82990 -1.46097 -0.370 -0.544 0.815 0.594
C -0.73150 -0.12583 -0.07181 0.123 -0.264 -0.550 -0.875
Cl 0.44841 -1.39753 0.47901 -0.633 0.828 -0.189 0.538
H -1.03076 0.58842 0.69526 0.621 -0.262 0.164 0.027
H -1.61831 -0.67842 -0.38216 0.279 0.205 -0.244 0.001
```
Positions in Å, forces in eV/Å.